# C27H24AsN3O4S2W

A molecular structure, C27H24AsN3O4S2W at a distorted geometry (wB97M-V/def2-TZVPD, the OMol25 dataset).

The geometry in XYZ format:
```
62
Properties=species:S:1:pos:R:3
W 0.23781 -1.55719 0.34704
N -1.70522 -2.31366 -0.80107
C -2.84198 -1.61304 -0.19981
C -2.67658 -1.66197 1.34101
O -3.64787 -1.60292 2.07836
N -1.39123 -1.78824 1.67827
C -1.09580 -1.88199 3.09478
C 0.35491 -1.41663 3.32428
O 0.84560 -1.37809 4.43084
O 0.94762 -1.06166 2.23259
H -1.73584 -2.25370 -1.82192
H -1.76548 -3.30713 -0.54980
H -3.81066 -2.04948 -0.47165
H -2.82728 -0.55905 -0.52367
H -1.19494 -2.91401 3.45191
H -1.77709 -1.25479 3.68171
O 0.66888 -2.14852 -1.73355
N 1.66256 -3.03304 -1.85375
C 2.42437 -2.98272 -2.96118
C 3.43228 -3.88398 -3.17367
C 3.64640 -4.89828 -2.23523
C 2.85346 -4.94313 -1.11307
C 1.87672 -3.97199 -0.88458
S 0.96459 -3.91183 0.56160
H 2.17530 -2.19017 -3.64868
H 4.03991 -3.80351 -4.05878
H 4.42734 -5.62658 -2.38180
H 2.97721 -5.70155 -0.35917
S 2.53831 -0.79613 -0.08483
C 2.56080 0.92849 0.19497
C 3.80379 1.56281 0.20709
C 3.90111 2.92509 0.38041
C 2.75705 3.68947 0.56749
C 1.51715 3.07597 0.55394
C 1.40196 1.70079 0.35627
As -0.32940 0.80981 0.18805
C -0.90904 1.62760 -1.51670
C -1.48432 2.88656 -1.67013
C -1.79941 3.35608 -2.93540
C -1.52105 2.58789 -4.05416
C -0.92217 1.34636 -3.91337
C -0.63119 0.86412 -2.65008
C -1.37008 1.72150 1.57491
C -0.78264 1.80422 2.83752
C -1.50092 2.28719 3.91620
C -2.81827 2.68770 3.74694
C -3.41568 2.59192 2.50153
C -2.70452 2.09386 1.42230
H 4.68276 0.95577 0.06363
H 4.87381 3.39336 0.36891
H 2.83788 4.75541 0.71657
H 0.60820 3.65597 0.70292
H -1.68692 3.48981 -0.79160
H -2.25793 4.32732 -3.05224
H -1.76343 2.95986 -5.03796
H -0.67912 0.76271 -4.78952
H -0.17173 -0.11667 -2.51787
H 0.24659 1.47479 2.96145
H -1.03893 2.33942 4.89132
H -3.38350 3.06904 4.58535
H -4.44442 2.89562 2.37513
H -3.17970 1.99516 0.44997
```

Calculated values
* spin multiplicity: 1
* total charge: 0

natural (NBO) atomic charge list, values in e, 4 entries:
1. W 1.01
2. N -0.78
3. C -0.32
4. C 0.64



# C27H24BCuN5O8S

A molecular structure, C27H24BCuN5O8S (wB97M-V/def2-TZVPD, the OMol25 dataset).

The geometry in XYZ format:
```
67
Properties=species:S:1:pos:R:3
Cu -0.39274 0.00889 0.37363
O 1.91953 -0.01421 -3.46184
C 1.34731 0.03538 -2.35652
O 0.13186 -0.07718 -2.08762
C 2.26954 0.28927 -1.14449
C 3.63660 0.47372 -1.30429
C 4.41172 0.72393 -0.18238
C 3.80715 0.79174 1.06289
C 2.43550 0.59405 1.14684
N 1.70749 0.34449 0.06148
C 1.68540 0.68392 2.49248
O 2.39089 0.94650 3.48154
O 0.44662 0.50715 2.42647
H 4.04139 0.41538 -2.30456
H 5.48282 0.86987 -0.27942
H 4.34778 0.99212 1.97691
N -3.05932 0.16006 -6.36036
C -3.31862 0.12240 -4.97070
C -4.41475 0.79833 -4.43952
C -4.65160 0.77611 -3.07274
C -3.81698 0.04806 -2.24291
C -2.73522 -0.64766 -2.76699
C -2.48509 -0.60396 -4.12525
S -4.00394 0.09883 -0.48049
O -5.12293 0.96874 -0.19262
O -4.08706 -1.25888 -0.00683
N -2.58979 0.67717 0.01935
C -2.14558 1.88388 -0.36460
N -2.86037 2.81522 -1.02567
C -2.21885 3.93177 -1.33150
C -0.89414 4.18790 -1.01269
C -0.22807 3.16302 -0.35252
N -0.83530 2.04492 -0.03216
H -3.34038 1.03599 -6.77631
H -2.08336 -0.00996 -6.55900
H -5.06172 1.37083 -5.09699
H -5.46052 1.34300 -2.63175
H -2.05207 -1.17163 -2.11221
H -1.59531 -1.08531 -4.51426
H -2.80160 4.67309 -1.87488
H -0.40356 5.11025 -1.28641
H 0.82223 3.23203 -0.08481
C -2.10312 -7.76047 -1.79493
C -0.95680 -7.87362 -0.78931
C 0.22613 -8.55236 -1.49395
C -1.43062 -8.76250 0.36934
C -0.52300 -6.50743 -0.24971
C 0.51150 -6.44148 0.68619
C 0.96010 -5.23492 1.22543
C 0.34055 -4.08251 0.79740
O 0.56909 -2.79253 1.15017
B -0.35074 -1.99050 0.41476
O -1.12095 -2.87438 -0.38826
C -0.68632 -4.13138 -0.13434
C -1.13515 -5.32008 -0.66891
H -2.37755 -8.75777 -2.14869
H -1.81788 -7.16195 -2.66159
H -2.98750 -7.30670 -1.34476
H -0.07086 -9.53115 -1.88360
H 1.06480 -8.69750 -0.81203
H 0.57597 -7.93948 -2.32662
H -1.74471 -9.74235 -0.00379
H -2.27552 -8.30009 0.88286
H -0.63811 -8.91557 1.10281
H 0.99118 -7.35674 1.01431
H 1.76227 -5.20099 1.95100
H -1.94112 -5.30137 -1.38821
```

Calculated values
* spin multiplicity: 2
* total charge: -2
* ⟨S²⟩: 0.7527

natural (NBO) atomic charge list, values in e, 4 entries:
1. Cu 1.18
2. O -0.76
3. C 0.74
4. O -0.77



# C27H24BaClN4O2SSi

A molecular structure, C27H24BaClN4O2SSi at a distorted geometry (wB97M-V/def2-TZVPD, the OMol25 dataset).

The geometry in XYZ format:
```
61
Properties=species:S:1:pos:R:3
Ba 1.65369 0.57201 -1.30641
N 6.08651 1.45399 -3.93122
C 5.09874 0.61029 -3.41665
S 3.49516 1.12127 -3.95702
N 5.51512 -0.31236 -2.58582
N 4.56756 -0.83118 -1.81451
C 4.83543 -1.89062 -1.10584
C 3.80587 -2.52881 -0.23547
C 4.05584 -3.74732 0.40371
C 3.07053 -4.37675 1.06116
C 1.84091 -3.79047 1.19275
C 1.69162 -2.50334 0.69381
N 2.64501 -1.89208 -0.00867
H 5.91413 1.92848 -4.77839
H 7.06678 1.09062 -3.85212
H 5.77167 -2.44596 -1.11915
H 5.05681 -4.16543 0.37977
H 3.24527 -5.29238 1.61265
H 1.04502 -4.18875 1.79497
H 0.77491 -1.96849 0.84803
C -5.88708 0.34820 -2.23259
C -4.77549 -0.18073 -2.91957
C -3.51170 -0.31807 -2.22089
C -3.42349 -0.07765 -0.82367
C -4.54927 0.41582 -0.19286
C -5.74277 0.73310 -0.89522
Si -1.71596 -0.15110 0.12987
C -1.88441 -1.51380 1.42879
C -1.12674 -1.50642 2.59153
C -1.01919 -2.61138 3.45175
C -1.67822 -3.78903 3.09059
C -2.46359 -3.83375 1.93247
C -2.51443 -2.74746 1.10137
C -1.77528 1.50821 0.98140
C -1.87077 1.67795 2.33863
C -1.74148 2.88337 2.92318
C -1.44316 3.97809 2.13642
C -1.17506 3.79337 0.79402
C -1.39306 2.56981 0.16407
H -6.76666 0.45499 -2.86838
H -4.88063 -0.45997 -3.97725
H -2.67138 -0.75765 -2.75901
H -4.57121 0.57380 0.90294
H -6.54916 1.23064 -0.36708
H -0.54359 -0.63185 2.88217
H -0.50086 -2.61548 4.38739
H -1.80729 -4.58491 3.81944
H -3.02899 -4.71123 1.68841
H -3.00754 -2.81647 0.09077
H -2.03417 0.85521 2.98234
H -1.97298 3.01024 3.99010
H -1.41656 4.95247 2.60583
H -0.90431 4.67651 0.21321
H -1.23828 2.38256 -0.90159
Cl 1.27285 6.24905 -1.53754
C 2.31305 4.87919 -0.86418
C 1.75387 3.48505 -0.90190
O 2.26660 2.65638 -0.09417
O 0.92151 3.12532 -1.74030
H 2.53382 5.14977 0.15539
H 3.28651 4.87511 -1.36146
```

Calculated values
* spin multiplicity: 1
* total charge: -1

natural (NBO) atomic charge list, values in e, 4 entries:
1. Ba 1.78
2. N -0.81
3. C 0.33
4. S -0.56



# C27H24Cl3CoN2O3PS2Si

A molecular structure, C27H24Cl3CoN2O3PS2Si at a distorted geometry (wB97M-V/def2-TZVPD, the OMol25 dataset).

The geometry in XYZ format:
```
64
Properties=species:S:1:pos:R:3
Co 1.63016 0.23974 0.64740
O 1.95484 -2.07056 2.19351
C 1.13155 -1.26625 1.80220
C -0.34856 -1.50754 2.05370
C -0.79759 -2.73302 2.52289
C -2.15585 -3.01348 2.55055
C -3.07024 -2.05616 2.12025
C -2.62015 -0.82319 1.67299
C -1.25526 -0.54980 1.64417
P -0.52885 1.02588 1.04756
C -1.76496 1.61084 -0.17356
C -2.80271 2.47122 0.18467
C -3.72805 2.89221 -0.76042
C -3.62726 2.46135 -2.07520
C -2.58551 1.62316 -2.44576
C -1.65767 1.20464 -1.50332
C -0.84019 2.14383 2.45519
C -0.46521 3.47902 2.29435
C -0.66531 4.39047 3.31763
C -1.23191 3.97577 4.51664
C -1.57727 2.64496 4.69306
C -1.37674 1.72759 3.66744
H -0.06084 -3.46627 2.82955
H -2.50655 -3.98090 2.88962
H -4.13018 -2.28099 2.12165
H -3.32471 -0.07635 1.32524
H -2.89527 2.81514 1.20700
H -4.52780 3.56190 -0.46820
H -4.35145 2.78894 -2.81145
H -2.47779 1.30281 -3.47431
H -0.83747 0.56859 -1.80117
H -0.01036 3.79678 1.36349
H -0.37426 5.42433 3.18135
H -1.40013 4.68925 5.31411
H -2.00531 2.31507 5.63173
H -1.64438 0.68901 3.81272
O 2.55708 -0.26085 -5.34792
S 2.89660 -1.07972 -4.22220
O 4.28680 -1.32685 -3.95574
N 2.15207 -0.55654 -2.84770
C 1.38133 -1.47697 -2.34445
S 0.52993 -1.35304 -0.87868
C 1.28536 -2.73916 -3.16548
C 0.57441 -3.89521 -2.89781
C 0.65609 -4.94215 -3.80888
C 1.42986 -4.82876 -4.96165
C 2.15274 -3.67099 -5.21916
C 2.05957 -2.64367 -4.30159
H -0.01592 -3.96461 -1.99307
H 0.11817 -5.86257 -3.61902
H 1.47174 -5.65424 -5.66116
H 2.77028 -3.57873 -6.10357
Cl 2.59592 3.84963 0.62015
Si 2.28801 2.10779 -0.61807
Cl 4.15849 2.04254 -1.61410
Cl 1.04727 3.00925 -2.08018
C 1.96902 0.86168 2.52700
H 1.98737 1.95058 2.45288
H 2.96520 0.50321 2.79553
H 1.27039 0.59159 3.32261
N 3.36969 -0.65060 0.17656
H 3.45251 -0.59238 -0.83645
H 3.31392 -1.62320 0.46442
H 4.20536 -0.23401 0.57048
```

Calculated values
* spin multiplicity: 1
* total charge: -1

natural (NBO) atomic charge list, values in e, 4 entries:
1. Co 0.31
2. O -0.67
3. C 0.42
4. C -0.08



no.,M (u),calculated total energy (eV)
1,777.402,-125384.1631
2,652.941,-108376.0235
3,669.449,-70376.4488
4,712.986,-151549.6683